Entry 1:
The following is a DFT calculation (the ωB97M-V functional and the def2-TZVPD basis) of a 2-piece molecular cluster, C3H8O2S2 overall.

Calculated values
- gap between HOMO and LUMO (eV) = 9.59
- ΔE to the lowest compared entry with this formula, charge and spin (kJ/mol) = 93.1
- SMILES string = O=CCCSS.O
- LUMO level (eV) = 0.28

Geometry (Å):
C -0.114 -1.268 -0.629
C -0.087 -2.774 -0.514
O 0.671 -3.387 0.178
C 0.948 -0.589 0.216
S 0.745 1.230 0.237
S -0.467 1.494 1.912
H -1.105 -0.932 -0.318
H -0.023 -1.032 -1.700
H -0.878 -3.272 -1.099
H 1.953 -0.770 -0.151
H 0.864 -0.947 1.233
H 0.548 1.417 2.792
H -0.942 1.820 -2.608
H -2.176 2.532 -3.160
O -1.618 1.760 -3.295

Entry 2:
The following is a DFT calculation (the ωB97M-V functional and the def2-TZVPD basis) of an isolated molecule of C2H4Br2NO2P at a distorted geometry.

Calculated values
- gap between HOMO and LUMO (eV) = 10.33
- ΔE to the lowest compared entry with this formula, charge and spin (kJ/mol) = 0.0
- SMILES string = NC(=O)CP(=O)(Br)Br
- LUMO level (eV) = 0.21

Geometry (Å):
C 0.787 -0.621 -0.149
C 0.095 0.604 0.438
N 2.092 -0.495 -0.340
O 0.158 -1.625 -0.370
O -1.603 0.279 -1.770
P -1.624 0.320 -0.321
Br -2.959 1.937 0.443
Br -2.575 -1.309 0.691
H 0.435 1.634 0.206
H 0.217 0.229 1.535
H 2.447 0.400 -0.014
H 2.529 -1.354 -0.349

Entry 3:
The following is a DFT calculation (the ωB97M-V functional and the def2-TZVPD basis) of a 2-piece molecular cluster, C2H7OS overall at a distorted geometry.

Calculated values
- charge = -1
- gap between HOMO and LUMO (eV) = 6.11
- ΔE to the lowest compared entry with this formula, charge and spin (kJ/mol) = 238.7
- LUMO level (eV) = 3.61

Geometry (Å):
O -0.674 0.835 -2.104
H -0.507 0.210 -2.820
C 0.516 -1.394 0.343
S 1.361 0.142 0.764
C -0.249 1.173 0.846
H 0.003 -1.353 -0.591
H -0.311 -1.843 1.009
H 1.403 -2.096 0.221
H 0.106 2.147 1.282
H -0.511 1.508 -0.280
H -1.138 0.671 1.330

Entry 4:
The following is a DFT calculation (the ωB97M-V functional and the def2-TZVPD basis) of a 3-piece molecular cluster, C18H44N4O9P overall at a distorted geometry.

Calculated values
- charge = +1
- gap between HOMO and LUMO (eV) = 7.37
- LUMO level (eV) = -3.92

Geometry (Å):
C -4.670 -1.499 -1.474
C -3.810 -2.425 -0.594
C -2.610 -2.890 -1.381
O -2.648 -3.726 -2.205
O -1.429 -2.201 -1.166
C -0.804 -2.401 0.096
C 0.256 -1.313 0.143
N 1.107 -1.338 1.388
C 1.884 -0.163 1.411
N 1.308 1.032 1.408
N 3.212 -0.286 1.390
P 0.412 -1.481 3.009
N -0.119 -3.076 2.999
O -0.951 -0.596 2.701
H -5.635 -1.335 -0.985
H -4.877 -1.962 -2.441
H -4.196 -0.523 -1.609
H -3.508 -1.883 0.308
H -4.375 -3.314 -0.300
H -1.532 -2.312 0.908
H -0.353 -3.399 0.131
H 0.932 -1.508 -0.698
H -0.215 -0.342 -0.029
H 0.419 1.128 1.893
H 1.926 1.816 1.585
H 3.674 -0.988 1.951
H 3.780 0.333 0.826
H -1.095 -3.194 2.745
H 0.029 -3.483 3.919
H -1.487 -0.541 3.511
C 9.091 -0.049 -4.941
O 7.872 -0.523 -4.409
C 8.060 -1.284 -3.233
C 6.752 -1.431 -2.492
O 6.397 -0.285 -1.722
C 5.875 0.820 -2.443
C 4.431 0.642 -2.853
O 4.313 -0.133 -4.023
C 3.006 -0.619 -4.219
H 9.767 -0.875 -5.187
H 8.858 0.499 -5.851
H 9.594 0.624 -4.238
H 8.796 -0.799 -2.579
H 8.433 -2.283 -3.497
H 6.869 -2.236 -1.765
H 5.953 -1.704 -3.183
H 6.493 1.070 -3.308
H 5.918 1.658 -1.742
H 3.979 1.630 -3.031
H 3.898 0.147 -2.024
H 2.709 -1.293 -3.405
H 3.000 -1.176 -5.153
H 2.279 0.199 -4.290
C -8.281 2.896 2.445
O -6.933 2.778 2.851
C -6.756 1.777 3.833
C -5.294 1.412 3.947
O -4.842 0.525 2.927
C -4.611 1.098 1.650
C -3.310 1.860 1.561
O -3.438 3.163 2.090
C -2.195 3.755 2.364
H -8.932 3.144 3.291
H -8.332 3.700 1.714
H -8.637 1.969 1.983
H -7.334 0.881 3.574
H -7.105 2.150 4.806
H -5.159 0.864 4.881
H -4.681 2.315 3.984
H -5.447 1.722 1.329
H -4.539 0.248 0.969
H -2.999 1.933 0.507
H -2.538 1.307 2.114
H -1.648 3.190 3.132
H -2.381 4.759 2.736
H -1.575 3.823 1.459

Entry 5:
The following is a DFT calculation (the ωB97M-V functional and the def2-TZVPD basis) of a 6-piece molecular cluster, C33H69NO12S5Si overall.

Calculated values
- gap between HOMO and LUMO (eV) = 9.31
- SMILES string = CCCC[Si@@](CC)(CCCN)CCCC(=O)O.O=S1(=O)CCCC1.O=S1(=O)CCCC1.O=S1(=O)CCCC1.O=S1(=O)CCCC1.O=S1(=O)CCCC1
- LUMO level (eV) = 0.42

Geometry (Å):
C 2.403 -3.142 -1.063
C 1.297 -2.536 -0.185
C 0.867 -1.128 -0.617
C 0.692 -0.950 -2.141
Si -0.611 0.340 -2.586
C -0.037 1.999 -1.889
C -0.091 3.196 -2.849
C -0.770 0.402 -4.467
C 0.592 0.655 -5.156
C 1.079 -0.474 -6.084
N 0.997 -1.839 -5.590
C -2.216 -0.218 -1.734
C -3.474 -0.289 -2.620
C -3.650 -1.607 -3.389
C -3.341 -2.857 -2.603
O -3.662 -3.058 -1.470
O -2.733 -3.857 -3.325
H 3.148 -2.389 -1.335
H 2.903 -3.959 -0.535
H 1.993 -3.561 -1.987
H 1.694 -2.466 0.833
H 0.436 -3.212 -0.174
H -0.069 -0.869 -0.112
H 1.626 -0.419 -0.271
H 0.379 -1.895 -2.614
H 1.655 -0.698 -2.604
H -0.670 2.247 -1.030
H 0.983 1.903 -1.501
H 0.559 3.077 -3.719
H -1.124 3.356 -3.172
H 0.218 4.113 -2.334
H -1.217 -0.538 -4.810
H -1.478 1.191 -4.746
H 1.370 0.867 -4.411
H 0.518 1.563 -5.765
H 2.136 -0.285 -6.303
H 0.533 -0.410 -7.029
H 1.584 -1.989 -4.782
H 0.050 -2.124 -5.388
H -2.401 0.502 -0.928
H -2.031 -1.172 -1.233
H -4.372 -0.061 -2.039
H -3.410 0.504 -3.372
H -4.703 -1.717 -3.679
H -3.094 -1.603 -4.331
H -2.004 -3.479 -3.836
C -2.005 3.039 3.029
C -0.991 3.818 3.879
C 0.411 3.315 3.509
S 0.294 2.745 1.811
O 0.516 1.317 1.782
O 1.046 3.613 0.939
C -1.459 3.056 1.605
H -3.001 3.477 3.077
H -2.074 2.009 3.386
H -1.067 4.884 3.654
H -1.176 3.694 4.944
H 1.161 4.093 3.580
H 0.704 2.460 4.116
H -1.878 2.289 0.957
H -1.565 4.033 1.137
C 5.159 2.651 7.242
C 4.821 1.651 6.130
C 3.362 1.895 5.726
S 3.038 3.633 6.062
O 2.038 3.733 7.097
O 2.875 4.351 4.823
C 4.642 4.004 6.762
H 6.229 2.684 7.443
H 4.656 2.361 8.166
H 5.473 1.820 5.271
H 4.969 0.627 6.459
H 3.175 1.708 4.671
H 2.668 1.319 6.335
H 4.515 4.744 7.549
H 5.257 4.410 5.959
C -5.303 5.440 -3.676
C -6.084 5.399 -2.354
C -5.456 4.302 -1.485
S -3.732 4.203 -1.989
O -3.508 2.905 -2.579
O -2.884 4.672 -0.923
C -3.827 5.424 -3.292
H -5.548 6.322 -4.265
H -5.540 4.559 -4.276
H -5.999 6.364 -1.850
H -7.143 5.207 -2.517
H -5.487 4.527 -0.422
H -5.900 3.326 -1.672
H -3.156 5.129 -4.096
H -3.509 6.375 -2.867
C -4.331 -7.635 -6.504
C -4.017 -6.612 -5.402
C -3.438 -5.370 -6.087
S -4.146 -5.330 -7.739
O -3.092 -5.511 -8.704
O -5.058 -4.220 -7.855
C -5.064 -6.862 -7.596
H -4.934 -8.461 -6.130
H -3.403 -8.050 -6.904
H -4.935 -6.347 -4.875
H -3.321 -7.008 -4.665
H -3.704 -4.450 -5.576
H -2.357 -5.434 -6.202
H -5.073 -7.353 -8.566
H -6.079 -6.605 -7.295
C 7.718 -2.865 9.688
C 6.637 -3.861 9.245
C 5.479 -3.046 8.656
S 6.214 -1.541 8.001
O 5.717 -0.416 8.754
O 6.142 -1.545 6.562
C 7.889 -1.889 8.528
H 8.656 -3.363 9.927
H 7.388 -2.327 10.579
H 7.045 -4.527 8.483
H 6.295 -4.480 10.072
H 4.968 -3.555 7.843
H 4.760 -2.745 9.416
H 8.371 -0.952 8.798
H 8.403 -2.349 7.685

Entry 6:
The following is a DFT calculation (the ωB97M-V functional and the def2-TZVPD basis) of an isolated molecule of C5H7PS at a distorted geometry.

Calculated values
- gap between HOMO and LUMO (eV) = 8.75
- ΔE to the lowest compared entry with this formula, charge and spin (kJ/mol) = 165.1
- SMILES string = Cc1csc(P)c1
- LUMO level (eV) = 0.69

Geometry (Å):
C -0.006 0.820 0.074
C 0.275 -1.483 0.142
C 0.911 -0.316 0.076
C -1.523 0.409 0.151
C 2.330 -0.138 0.102
P -3.080 1.292 0.071
S -1.476 -1.347 0.281
H 0.265 1.899 -0.056
H 0.765 -2.378 0.042
H 2.603 0.845 0.113
H 2.723 -0.499 1.019
H 2.785 -0.799 -0.733
H -3.711 0.056 0.014
H -2.860 1.639 -1.299